The following is a DFT calculation (wB97M-V/def2-TZVPD) of a structure of composition C26H50NOP3Sn in a non-equilibrium geometry.

CARTESIAN COORDINATES (ANGSTROEM)
Sn (0.36236, 0.14297, -0.57157)
P (-2.27372, 0.09663, -1.22729)
P (2.47794, -0.57565, 0.90296)
P (0.99103, 0.15281, -3.11196)
O (1.65915, -3.71235, -1.69921)
N (-2.20722, 3.27172, 2.31848)
C (-2.56545, 4.28227, 1.28937)
C (1.76343, 4.37430, 1.56532)
C (3.84843, 0.63411, 0.89985)
C (0.68904, 3.67041, 2.11061)
C (0.57973, 2.28589, 0.11834)
C (2.16939, -4.98794, -1.92894)
C (1.56204, 3.07690, -0.48037)
C (0.02220, 2.70685, 1.34085)
C (-3.38541, -0.30909, 0.15645)
C (2.12360, -1.00736, 2.63968)
C (2.75859, -7.71331, -2.19544)
C (-1.55811, -3.19008, 2.38664)
C (-1.76256, -2.22083, 3.28831)
C (2.73649, -5.68380, -0.84367)
C (2.14580, 4.11900, 0.24600)
C (3.02102, -7.05227, -0.98953)
C (-3.41216, 2.72887, 2.98594)
C (2.00507, -5.62054, -3.17770)
C (2.77582, 0.22672, -3.44458)
C (0.44522, -1.42206, -3.83628)
C (3.24032, -2.07536, 0.23906)
C (2.25786, -6.99276, -3.28719)
C (-2.77050, 1.76554, -1.81154)
C (-1.28538, 2.15286, 1.83796)
C (-2.83535, -1.02048, -2.56969)
C (0.28828, 1.41115, -4.22656)
H (4.71132, 0.22715, 1.44761)
H (-2.13189, 2.07242, -2.65805)
H (-2.53294, -2.06232, -2.37563)
H (-4.34129, -0.66791, -0.24654)
H (-1.66313, 4.76063, 0.90173)
H (-3.14306, 3.80251, 0.48547)
H (2.95339, -5.15182, 0.08598)
H (2.50595, -2.85797, 0.00408)
H (-2.69139, 2.53898, -1.03087)
H (-0.53864, -3.53326, 2.14077)
H (-1.84779, 1.59128, 1.07595)
H (-1.18200, 1.48173, 2.70888)
H (3.25045, 1.08072, -2.94157)
H (0.34473, -2.22667, -3.09174)
H (-2.45853, -0.73533, -3.56417)
H (2.24948, 5.15624, 2.15098)
H (-0.94671, -1.81580, 3.89822)
H (3.27056, -0.69775, -3.11981)
H (0.92575, 1.45629, -5.12577)
H (-3.60297, 0.55267, 0.79295)
H (1.16506, -1.54842, 2.72656)
H (-3.08688, 2.12588, 3.83844)
H (2.91488, 0.36172, -4.52482)
H (-2.78523, -1.89378, 3.51142)
H (2.95403, -8.78910, -2.28915)
H (-3.93506, -0.97048, -2.57560)
H (2.06983, -0.09010, 3.24456)
H (1.18831, -1.71053, -4.59358)
H (3.80386, -1.84529, -0.67551)
H (1.66292, -5.03046, -4.02666)
H (-2.38510, -3.59595, 1.78606)
H (-3.81744, 1.70380, -2.15305)
H (2.93250, -1.65117, 3.02638)
H (-2.94914, -1.09332, 0.78510)
H (-0.53462, -1.33596, -4.33775)
H (1.85593, -3.12120, -2.46948)
H (-1.67106, 3.77172, 3.04420)
H (-3.96085, 2.10387, 2.27054)
H (4.16826, 0.83001, -0.13248)
H (0.34533, 3.89463, 3.12927)
H (3.45098, -7.60742, -0.15253)
H (3.92712, -2.44751, 1.01225)
H (-0.73749, 1.14848, -4.52739)
H (-4.04102, 3.55290, 3.33795)
H (0.28056, 2.40312, -3.75120)
H (3.53124, 1.58403, 1.34970)
H (2.93718, 4.71781, -0.21619)
H (2.07187, -7.49316, -4.23841)
H (1.90124, 2.88806, -1.50532)
H (-3.18598, 5.04290, 1.78151)

Force components x, y, z for each atom (eV/Å):
Sn -0.64 0.90 0.27
P -0.60 0.49 -0.56
P 1.14 0.03 0.38
P 0.07 0.33 -0.47
O 1.57 -1.44 -1.14
N 0.75 0.00 0.28
C -0.26 0.43 -0.30
C -0.11 -0.01 -0.06
C -0.02 0.06 0.04
C -0.22 0.10 -0.35
C -0.65 -0.50 -0.64
C -0.91 1.38 0.38
C 0.37 -0.11 0.42
C 0.54 -0.26 0.13
C -0.13 -0.26 0.15
C -0.37 0.10 0.13
C 0.03 -0.79 -0.09
C 0.22 0.76 -0.32
C -0.11 -0.54 -0.21
C 0.45 -1.71 0.65
C 0.24 0.30 -0.10
C 0.08 1.92 1.47
C -0.41 -0.40 0.31
C 0.24 -1.45 -0.89
C 0.23 0.09 0.19
C -0.15 -0.52 -0.19
C 0.02 -0.38 -0.06
C -0.60 1.94 -1.16
C -0.13 -0.03 -0.17
C -0.38 -0.29 0.56
C 0.07 -0.24 0.02
C -0.13 0.34 0.06
H -0.25 0.10 -0.05
H -0.32 -0.13 0.33
H -0.14 0.37 0.03
H 0.19 0.07 0.06
H -0.14 -0.20 0.00
H 0.21 0.18 0.40
H -0.17 -0.32 -0.29
H 0.25 0.51 0.32
H 0.07 -0.47 -0.30
H -0.62 -0.02 0.27
H 0.33 0.40 0.21
H 0.02 0.26 -0.24
H -0.16 -0.23 -0.08
H -0.07 0.37 -0.21
H -0.17 0.09 0.45
H -0.04 -0.28 -0.21
H -0.37 -0.13 -0.21
H -0.05 0.23 -0.07
H -0.29 -0.02 0.27
H 0.10 -0.10 -0.22
H 0.39 0.20 -0.08
H -0.17 0.07 -0.14
H 0.02 -0.16 0.19
H 0.46 -0.05 0.02
H -0.06 0.46 0.04
H 0.31 -0.05 -0.12
H 0.01 -0.29 -0.16
H -0.24 0.01 0.07
H -0.05 -0.04 0.25
H -0.08 -0.31 0.11
H 0.42 0.02 0.44
H 0.32 0.15 0.07
H -0.26 0.32 -0.17
H -0.06 0.07 -0.11
H 0.52 0.07 0.22
H -0.44 -0.90 0.52
H -0.23 -0.10 -0.29
H 0.07 0.28 0.24
H -0.12 -0.05 0.21
H 0.22 0.06 -0.38
H -0.12 0.23 -0.26
H 0.00 0.08 -0.31
H 0.35 0.08 0.14
H 0.14 -0.21 -0.13
H 0.04 -0.27 -0.18
H 0.08 -0.26 -0.06
H -0.35 -0.15 0.19
H 0.06 0.13 0.27
H 0.02 -0.05 0.44
H 0.15 -0.22 -0.24

Results
2S+1: 1
E_tot: -64968.04817 eV
Kohn-Sham gap (alpha / beta): 7.279 / 3.421 eV
Total charge: +4
HOMO energy (alpha / beta): -19.056 / -17.333 eV
LUMO energy (alpha / beta): -11.777 / -13.912 eV

=====

The following is a DFT calculation (wB97M-V/def2-TZVPD) of a structure of composition C30H48F6N6O2PbS in a non-equilibrium geometry.

CARTESIAN COORDINATES (ANGSTROEM)
Pb (-0.58094, -1.18494, -1.17708)
S (-2.79453, 1.83749, 0.05568)
F (0.67305, -3.69077, 0.63946)
F (0.33551, -5.57546, -3.30459)
F (-0.56562, -3.58517, -3.32804)
F (0.16473, -5.62062, -0.21614)
F (-1.09982, -3.93075, -0.71718)
F (1.50120, -3.94565, -4.10161)
O (1.24574, -2.49492, -1.69307)
O (0.00655, 0.55840, -7.83963)
N (-1.48971, -0.70839, -3.42160)
N (3.16507, -0.69722, -0.92911)
N (1.21639, 1.17894, -6.04915)
N (-1.91496, 1.82204, 1.43400)
N (2.23993, -0.29618, 1.74753)
N (3.55583, 1.93688, 0.13497)
C (-0.95942, 0.07835, -5.67307)
C (-1.29863, 4.73201, 3.53681)
C (-1.82791, 2.28562, 3.74049)
C (0.09419, 0.66706, -6.62161)
C (-2.74722, -1.41364, -5.29004)
C (4.19034, -1.77980, 1.05114)
C (3.67642, -0.68957, 2.04202)
C (-5.02590, -1.21155, 1.72678)
C (-3.43039, 0.57210, 2.84863)
C (4.72033, 1.24083, 0.69988)
C (0.19459, -4.32927, -0.51871)
C (-2.41623, 1.58574, 2.60507)
C (-3.59714, -0.59919, 1.86778)
C (0.61909, -4.22706, -3.09831)
C (-2.46837, -1.63864, 2.16468)
C (-0.72236, 0.01469, -4.32788)
C (-4.13229, 0.53462, 4.05720)
C (-2.52397, 2.08683, 4.93077)
C (-3.61120, 1.27255, 5.11396)
C (2.54632, -4.44573, -1.54865)
C (-2.51084, -1.40682, -3.91939)
C (1.16312, -3.91595, -1.68734)
C (4.49835, -1.09435, -0.33268)
C (-4.43603, 2.74975, 0.20870)
C (4.48715, 0.59810, 2.07921)
C (-1.63877, 3.03140, -0.79329)
C (-2.09138, -0.60720, -6.17299)
C (0.37483, 3.07760, 2.71769)
C (-0.72836, 3.35026, 3.78806)
C (5.33894, 0.17375, -0.21842)
H (-5.14163, -1.73332, 0.74326)
H (1.99336, 1.44396, -6.62122)
H (2.02525, 0.45489, 2.36700)
H (2.79897, 0.11629, -0.39572)
H (3.29534, -3.84384, -2.14106)
H (3.96049, 2.72944, -0.34344)
H (-1.74516, 4.07413, -0.51148)
H (5.53451, 0.52334, -1.24516)
H (-2.40237, -1.97052, 3.19027)
H (1.23931, 3.77465, 2.87112)
H (3.48199, -2.63177, 1.01462)
H (5.11130, -2.23560, 1.48873)
H (-0.26869, 3.33182, 4.81559)
H (2.97472, 2.42540, 0.83934)
H (-5.09492, -1.98824, 2.48579)
H (4.95926, -1.81196, -1.01725)
H (1.63722, -1.08059, 1.89227)
H (0.12810, 0.52007, -3.88732)
H (-1.41983, -1.27230, 1.90013)
H (-2.10593, 2.59099, 5.76465)
H (-3.97959, 1.14627, 6.11189)
H (3.04738, -4.36965, -0.55194)
H (3.31473, -0.23197, -1.82974)
H (6.28998, -0.03233, 0.24092)
H (-5.88681, -0.53941, 1.84314)
H (5.53720, 1.98513, 0.85073)
H (3.66516, -1.06496, 3.12101)
H (-4.89780, -0.19176, 4.13515)
H (-3.47106, -2.10645, -5.71014)
H (4.01764, 1.30197, 2.80444)
H (-2.64178, -2.57149, 1.53539)
H (-0.60946, 5.36773, 2.93787)
H (-3.26118, -1.91248, -3.26234)
H (2.43872, -1.48944, -1.04345)
H (-1.53532, 5.29207, 4.44825)
H (2.63757, -5.50776, -1.86426)
H (0.68737, 2.04217, 2.60757)
H (-4.65024, 2.89781, 1.29865)
H (-5.19741, 2.21919, -0.30463)
H (-1.74655, 2.94973, -1.87407)
H (-4.38316, 3.69124, -0.30027)
H (5.49673, 0.32928, 2.49040)
H (-0.67722, 2.64018, -0.39900)
H (-0.00198, 3.38566, 1.75243)
H (-3.33338, -0.23161, 0.87776)
H (1.45460, 1.21737, -5.04441)
H (-2.26748, 4.67925, 2.94533)
H (-2.40366, -0.60880, -7.23781)

Force components x, y, z for each atom (eV/Å):
Pb 0.01 -0.39 0.03
S 0.83 1.15 -0.06
F -0.98 -0.37 -1.59
F 0.32 1.73 0.94
F 0.99 0.05 0.09
F 0.05 0.65 -0.61
F 0.78 0.40 0.12
F -1.05 0.52 1.54
O -1.26 0.62 0.58
O -0.53 0.13 1.71
N 0.59 0.76 -0.83
N -0.44 0.32 -0.69
N 0.48 0.26 1.81
N 1.23 0.79 -5.03
N 1.64 -0.47 -1.23
N -0.51 0.53 0.08
C 0.04 0.19 -0.75
C -1.13 1.17 -1.01
C -2.00 -0.65 -0.05
C 0.24 -0.41 -1.36
C -1.23 -0.75 -0.18
C 0.46 0.88 0.52
C -1.43 -0.42 1.54
C 0.71 -0.75 -0.12
C 0.00 0.46 0.03
C 1.08 0.53 1.00
C 1.10 -0.65 1.34
C -1.14 -1.13 4.90
C 0.23 0.88 -0.34
C -0.55 -2.76 -1.87
C 0.29 -0.77 -1.54
C -0.52 -1.02 1.45
C 2.01 0.42 -0.60
C 1.04 -0.04 -0.44
C -0.78 -0.43 -0.05
C 2.77 -0.93 0.27
C -0.51 0.02 -0.08
C -0.34 1.77 -0.40
C -0.53 -1.02 1.06
C 1.10 0.25 1.33
C 0.79 -0.22 0.14
C -0.22 -0.85 0.23
C 1.02 0.13 -0.57
C 0.40 1.33 0.35
C 0.82 -1.13 -0.62
C -0.76 0.14 -0.35
H 0.19 0.42 0.73
H -0.05 0.04 -0.64
H -0.61 0.32 0.49
H -0.09 -0.36 0.57
H -1.26 -0.61 -0.04
H -0.15 0.11 -0.63
H -0.31 -0.06 0.39
H 0.01 0.23 0.36
H -0.23 0.04 0.38
H -0.42 -0.79 0.25
H 0.13 0.59 -0.36
H -0.44 0.54 -0.54
H -0.41 -0.19 -0.98
H 0.48 -0.82 -0.12
H -0.40 -0.11 0.09
H -0.09 0.10 0.06
H -0.46 -0.34 0.51
H -0.07 -0.06 0.06
H -1.26 -0.01 0.29
H 0.10 0.40 0.94
H -0.44 0.10 0.29
H -1.21 -0.15 -0.30
H 0.17 -0.60 -0.19
H 0.49 -0.47 -0.06
H 0.57 0.12 0.03
H -0.47 -0.40 -0.03
H 0.38 -0.03 -1.43
H -0.75 -0.48 0.51
H -0.29 0.28 0.37
H 0.35 -0.34 -0.53
H 0.16 0.90 0.62
H -0.30 -0.36 0.44
H 1.18 0.23 -0.31
H 1.02 0.63 0.03
H 0.04 -0.25 -0.09
H -0.13 0.66 0.17
H 0.05 -0.10 0.33
H 0.19 -0.26 -0.98
H -0.60 -1.00 -0.13
H 0.07 -0.14 -0.03
H 0.45 0.68 -0.05
H -0.80 0.37 -0.25
H -0.51 0.32 -0.49
H -0.28 -0.09 -0.27
H -0.12 -0.01 -0.24
H -0.73 -0.12 -1.27
H 1.11 -0.01 0.61
H 0.65 0.17 0.79

Results
ΔE to the lowest compared entry with this formula, charge and spin: 45.5 kcal per mole
2S+1: 1
E_tot: -77296.42091 eV
Kohn-Sham gap (alpha / beta): 3.475 / 3.473 eV
Total charge: +2
HOMO energy (alpha / beta): -11.154 / -11.153 eV
LUMO energy (alpha / beta): -7.680 / -7.680 eV

=====

The following is a DFT calculation (wB97M-V/def2-TZVPD) of a structure of composition C38H39NO2P2SiY in a non-equilibrium geometry.

CARTESIAN COORDINATES (ANGSTROEM)
Y (-0.13875, -0.06650, -0.40645)
P (-0.14412, -2.65372, -0.79814)
P (-2.47536, 1.22799, -0.70070)
Si (-1.00892, -0.36190, 3.21983)
O (-0.80309, -0.34069, 1.61102)
O (2.05281, 0.92393, -0.84510)
N (0.10319, 0.00062, -2.79372)
C (-0.78246, -2.60342, 4.90677)
C (0.53123, 1.31137, 4.98524)
C (-3.91653, 0.20992, -0.21875)
C (-2.04160, -4.65697, 4.67298)
C (-2.50960, 1.19231, -2.62336)
C (-2.70760, -4.11385, 3.58273)
C (-2.41442, -2.82346, 3.12508)
C (-0.02741, 1.32240, -3.19991)
C (-0.00588, -2.80518, -2.66334)
C (-1.33070, 1.93186, -3.18897)
C (2.95248, 0.13928, 4.20226)
C (-2.45847, 2.03188, 3.16527)
C (-1.09347, -3.89752, 5.35781)
C (2.42097, 1.51300, -3.16604)
C (-1.40486, 3.26145, -3.60634)
C (-3.49758, 0.29920, 4.47103)
C (1.74306, -0.34050, 3.67094)
C (2.97572, 1.21458, 5.09279)
C (1.26187, -3.65018, -0.21460)
C (-0.28346, 4.03415, -3.85292)
C (-1.58246, -3.68244, -0.46045)
C (1.13594, 2.16384, -3.42416)
C (2.45574, -2.70604, -3.36543)
C (-4.60954, 2.43593, 4.19597)
C (-1.40862, -2.08702, 3.77717)
C (2.43306, 0.06246, -3.50706)
C (1.75758, 1.81102, 5.46342)
C (-2.44421, 0.74192, 3.67872)
C (1.22871, -2.07691, -3.16802)
C (0.53149, 0.24239, 4.07918)
C (2.32325, 1.84183, -1.59826)
C (0.98936, 3.51416, -3.71498)
C (1.22819, -0.66783, -3.24208)
C (-3.00903, 2.91795, -0.35592)
C (3.63614, -1.99902, -3.70634)
C (-3.53320, 2.88618, 3.43284)
C (3.60389, -0.61860, -3.86433)
C (-4.58261, 1.15152, 4.73287)
H (-5.49061, 3.08705, 4.34033)
H (-3.98872, 3.17577, -0.79367)
H (-1.78846, -3.66871, 0.60526)
H (-5.41066, 0.79106, 5.33449)
H (1.26555, -3.70135, 0.86902)
H (-0.09293, -1.97166, 5.49675)
H (1.13636, -4.64566, -0.62792)
H (-2.44962, -3.31753, -0.97345)
H (-2.44623, 0.11588, -2.94946)
H (-2.23979, 3.61728, -0.72650)
H (1.71782, -1.14789, 2.94924)
H (-3.52074, 3.89690, 3.03870)
H (-1.35261, -4.69520, -0.76506)
H (-3.05140, 3.01579, 0.74258)
H (-0.88921, -2.40866, -3.22346)
H (3.27681, 2.12242, -3.65000)
H (-3.00300, -2.37081, 2.30783)
H (3.10552, 2.80433, -1.41158)
H (-4.87360, 0.68580, -0.51393)
H (-2.40201, 3.66251, -3.65503)
H (4.53825, -2.55670, -3.95580)
H (-1.58259, 2.40307, 2.58169)
H (1.74436, 2.70424, 6.08869)
H (-3.46012, -4.70897, 3.05919)
H (3.86912, -0.34563, 3.85242)
H (-3.81386, -0.78583, -0.67978)
H (-3.45993, 1.65836, -2.91111)
H (-0.54248, -4.29958, 6.19582)
H (-2.19348, -5.71543, 4.96034)
H (3.94048, 1.63887, 5.41283)
H (-3.45459, -0.70503, 4.93995)
H (4.43786, -0.09461, -4.29835)
H (-0.43334, 5.04317, -4.16472)
H (1.84593, 4.14210, -3.92726)
H (-0.43618, 1.71791, 5.28093)
H (2.46315, -3.80100, -3.35619)
H (0.10317, -3.89056, -2.83471)
H (-3.95351, 0.03962, 0.89220)
H (2.21794, -3.24030, -0.52821)

Force components x, y, z for each atom (eV/Å):
Y 1.53 1.52 1.34
P 0.06 -1.40 -1.53
P -1.41 0.35 -1.76
Si -0.25 0.01 0.52
O 0.65 0.17 -1.59
O -1.53 0.81 1.51
N -0.96 0.46 -0.09
C -0.15 -0.47 0.63
C 0.81 -0.38 -0.16
C -0.31 -0.35 0.81
C 0.60 -0.58 0.31
C 0.00 -0.76 0.30
C -0.41 0.20 -0.67
C 0.11 -0.39 0.53
C -0.24 1.05 0.82
C 0.36 -0.08 -0.48
C 1.48 0.05 0.10
C -0.14 -0.58 -0.59
C 0.01 0.89 -0.10
C 0.11 0.46 -0.50
C 1.42 1.44 0.58
C -0.24 -0.76 0.67
C -0.47 0.05 0.61
C 0.20 1.02 0.99
C -0.41 0.29 -0.32
C -0.13 0.12 0.00
C -0.29 -0.03 -0.15
C 0.33 -0.07 0.69
C -2.56 -0.24 -0.52
C 0.44 -0.12 -0.45
C -0.36 0.16 -0.10
C -0.31 0.31 -0.20
C -0.51 -1.06 0.17
C -0.22 -0.04 -0.09
C 0.38 -0.47 -0.25
C 0.73 0.33 0.34
C 0.11 -0.04 -0.40
C 5.51 -0.29 -3.18
C -0.33 -0.27 -0.46
C 1.23 0.53 1.02
C 0.37 0.63 0.50
C -0.78 -0.61 -0.56
C 0.29 -0.17 -0.17
C -0.95 -0.36 0.32
C 0.22 -0.32 -0.16
H 0.66 -0.42 0.05
H 0.41 -0.29 0.12
H -0.04 -0.08 0.20
H 0.07 0.09 -0.02
H -0.13 -0.04 0.20
H -0.25 -0.52 -0.54
H 0.13 -0.25 0.00
H -0.47 0.18 -0.40
H -0.33 0.95 0.32
H -0.35 -0.21 0.10
H 0.21 -0.09 0.01
H -0.09 -0.02 0.06
H -0.11 -0.29 -0.14
H -0.12 0.09 -0.46
H 0.43 -0.40 0.84
H -1.15 -1.03 0.97
H 0.44 -0.32 0.36
H -3.00 -1.77 0.50
H 0.56 -0.32 -0.03
H -0.15 0.48 -0.15
H -0.24 0.12 0.11
H -0.77 -0.28 0.43
H 0.12 -0.32 0.00
H 0.17 0.16 0.21
H -0.14 0.32 0.32
H -0.20 0.33 0.04
H 0.15 -0.25 -0.16
H -0.15 -0.11 0.12
H -0.13 0.84 -0.13
H -0.64 -0.30 -0.02
H -0.15 0.71 -0.47
H 0.37 0.22 0.36
H 0.07 0.57 -0.11
H 0.11 -0.08 0.13
H 0.39 0.20 0.06
H 0.23 0.33 0.18
H -0.14 0.36 -0.20
H 0.22 0.34 -0.93
H 0.01 0.10 -0.17

Results
ΔE to the lowest compared entry with this formula, charge and spin: 0.7 kcal per mole
2S+1: 1
E_tot: -73121.01687 eV
Kohn-Sham gap (alpha / beta): 6.459 / 6.458 eV
Total charge: +1
HOMO energy (alpha / beta): -9.759 / -9.759 eV
LUMO energy (alpha / beta): -3.300 / -3.301 eV